ORCA calculation (ωB97M-V/def2-TZVPD) on C30H36BiN6O2S as an isolated structure in a non-equilibrium geometry.

```
76
C30H36BiN6O2S, DFT ωB97M-V/def2-TZVPD
Bi -1.99 0.09 -0.19
C 3.37 -4.31 -2.86
C 2.52 -3.30 -2.17
C 3.07 -2.20 -1.52
C 2.27 -1.20 -0.93
C 2.93 -0.09 -0.34
N 2.40 1.00 0.09
C 3.18 2.12 0.59
C 2.46 2.93 1.66
C 2.23 2.20 2.98
N 1.07 1.33 2.94
C 0.74 0.56 3.93
C -0.39 -0.30 4.01
C -0.58 -0.98 5.23
C -1.66 -1.81 5.45
C -1.88 -2.51 6.75
C -2.57 -1.97 4.41
C -2.42 -1.34 3.16
C -3.44 -1.61 2.20
N -3.52 -1.22 0.98
C -4.70 -1.59 0.22
C -4.52 -1.39 -1.28
C -3.42 -2.25 -1.87
N -2.08 -1.87 -1.45
C -1.11 -2.65 -1.78
C 0.29 -2.45 -1.61
C 1.14 -3.41 -2.18
C 0.84 -1.31 -0.96
O 0.15 -0.38 -0.39
C -1.32 -0.47 2.93
O -1.10 0.18 1.82
H 4.40 -4.26 -2.52
H 3.36 -4.13 -3.93
H 3.00 -5.32 -2.69
H 4.14 -2.09 -1.50
H 4.02 -0.18 -0.25
H 1.39 1.16 -0.06
H 3.40 2.79 -0.25
H 4.13 1.75 0.97
H 1.51 3.31 1.28
H 3.08 3.80 1.87
H 2.08 2.94 3.76
H 3.12 1.61 3.24
H 0.45 1.37 2.14
H 1.39 0.58 4.80
H 0.14 -0.83 6.02
H -1.01 -2.42 7.39
H -2.09 -3.56 6.59
H -2.73 -2.07 7.27
H -3.43 -2.60 4.56
H -4.26 -2.23 2.58
H -5.54 -0.99 0.57
H -4.95 -2.64 0.41
H -4.37 -0.33 -1.52
H -5.46 -1.69 -1.76
H -3.46 -2.17 -2.97
H -3.61 -3.30 -1.62
H -1.37 -3.57 -2.30
H 0.69 -4.27 -2.67
C -0.58 5.64 -4.18
C -0.01 4.41 -3.60
C 0.90 3.58 -4.24
C 1.37 2.45 -3.56
N 0.95 2.15 -2.33
C 0.07 2.93 -1.74
S -0.50 2.58 -0.18
N -0.40 4.06 -2.36
C 2.37 1.53 -4.15
H -0.22 5.80 -5.20
H -0.31 6.51 -3.58
H -1.67 5.59 -4.20
H 1.23 3.81 -5.24
H -1.04 4.66 -1.84
H 2.52 1.73 -5.21
H 2.04 0.50 -4.01
H 3.32 1.63 -3.63
```

Total charge ... +3
Frontier orbital gap ... 7.5373 eV

Results of the Löwdin charge analysis, in e, for atoms 1 through 8: number 1, Bi, carries 1.870; number 2, C, carries -0.022; number 3, C, carries -0.239; number 4, C, carries 0.061; number 5, C, carries -0.101; number 6, C, carries 0.031; number 7, N, carries 0.072; number 8, C, carries -0.143

=====

ORCA calculation (ωB97M-V/def2-TZVPD) on C30H36Br2CrN8O5S2 as an isolated structure in a non-equilibrium geometry.

```
84
C30H36Br2CrN8O5S2, DFT ωB97M-V/def2-TZVPD
Cr 0.24 0.16 -0.09
Br 0.13 5.57 3.85
C 0.09 4.04 2.79
C -0.64 2.94 3.19
C -0.63 1.82 2.37
N 0.05 1.78 1.22
C 0.75 2.85 0.85
C 0.80 4.00 1.60
C 1.54 2.69 -0.42
C 2.12 3.74 -1.09
C 2.82 3.47 -2.27
Br 3.61 4.87 -3.21
C 2.92 2.18 -2.72
C 2.31 1.17 -1.99
N 1.63 1.43 -0.87
H -1.21 2.94 4.11
H -1.19 0.92 2.62
H 1.40 4.85 1.29
H 2.02 4.75 -0.73
H 3.46 1.94 -3.63
H 2.36 0.13 -2.28
C -4.06 -2.47 -1.75
C -2.65 -2.75 -2.14
N -1.58 -2.25 -1.57
C -0.51 -2.74 -2.28
C -0.95 -3.57 -3.29
N -2.30 -3.56 -3.18
C -0.40 -4.40 -4.41
O 0.91 -4.56 -4.49
O -1.17 -4.90 -5.19
C 0.87 -2.27 -1.99
O 1.86 -2.81 -2.49
O 1.00 -1.26 -1.21
H -4.06 -1.84 -0.87
H -4.61 -3.39 -1.54
H -4.59 -1.95 -2.56
H -2.90 -4.05 -3.82
H 1.35 -4.05 -3.75
N 2.76 -4.30 4.75
C 3.21 -3.05 4.56
S 4.40 -2.39 5.47
C 2.52 -2.28 3.44
C 1.59 -2.85 2.59
C 1.00 -2.09 1.59
N 1.31 -0.81 1.41
C 2.22 -0.26 2.21
C 2.84 -0.96 3.23
H 3.24 -4.87 5.42
H 2.08 -4.74 4.15
H 1.30 -3.89 2.65
H 0.27 -2.52 0.92
H 2.46 0.78 2.03
H 3.58 -0.47 3.86
C -1.30 0.61 -3.46
C -2.06 0.74 -2.16
C -2.78 2.06 -2.05
O -1.17 0.57 -1.05
H -1.98 0.49 -4.31
H -0.64 -0.27 -3.42
H -0.68 1.50 -3.64
H -2.79 -0.07 -2.10
H -2.06 2.89 -2.14
H -3.27 2.14 -1.08
H -3.53 2.17 -2.83
C -2.24 -4.18 1.73
N -2.93 -3.56 2.87
C -4.15 -4.25 3.29
C -2.81 -2.21 3.04
S -2.38 -1.16 1.78
N -3.07 -1.77 4.30
C -2.98 -2.62 5.49
C -3.27 -0.36 4.59
H -2.39 -5.26 1.81
H -1.18 -3.97 1.78
H -2.62 -3.82 0.78
H -4.76 -4.48 2.42
H -4.73 -3.62 3.95
H -3.92 -5.18 3.81
H -2.51 -3.56 5.24
H -3.96 -2.82 5.93
H -2.37 -2.11 6.23
H -3.60 0.16 3.69
H -2.34 0.10 4.94
H -4.02 -0.26 5.37
```

Multiplicity ... 4
Total charge ... +1
Relative energy (zero: lowest compared OMol25 entry of this formula, charge and spin) ... 1.938 eV
Frontier orbital gap (alpha / beta) ... 7.3123 / 7.1330 eV

Results of the Löwdin charge analysis, in e, for atoms 1 through 8: number 1, Cr, carries 0.875; number 2, Br, carries 0.856; number 3, C, carries -0.673; number 4, C, carries -0.067; number 5, C, carries -0.078; number 6, N, carries 0.025; number 7, C, carries -0.181; number 8, C, carries -0.033